Entry 1:
{"formula": "C49H65F5NO3PS2Si", "method": "ωB97M-V/def2-TZVPD", "symbols": ["C", "C", "N", "C", "C", "C", "S", "S", "C", "C", "C", "Si", "C", "C", "C", "C", "C", "C", "C", "C", "O", "C", "C", "O", "P", "C", "O", "H", "H", "H", "H", "H", "H", "H", "H", "H", "H", "H", "H", "H", "H", "H", "H", "H", "H", "H", "H", "H", "H", "H", "H", "H", "H", "H", "H", "H", "H", "H", "H", "H", "H", "H", "H", "H", "H", "H", "H", "F", "C", "C", "C", "C", "C", "C", "H", "H", "H", "H", "H", "F", "C", "C", "C", "C", "C", "C", "H", "H", "H", "H", "H", "F", "C", "C", "C", "C", "C", "C", "H", "H", "H", "H", "H", "F", "C", "C", "C", "C", "C", "C", "H", "H", "H", "H", "H", "F", "C", "C", "C", "C", "C", "C", "H", "H", "H", "H", "H"], "coordinates": [[2.805, -0.338, 0.375], [3.236, 0.383, -0.905], [3.563, 1.790, -0.644], [4.814, 1.841, 0.162], [5.499, 3.196, 0.321], [3.688, 2.550, -1.834], [4.418, 2.033, -3.198], [3.055, 4.207, -1.752], [1.252, 3.953, -1.922], [0.365, 4.891, -1.078], [-0.720, 4.184, -0.215], [-0.809, 4.677, 1.601], [-2.172, 3.795, 2.589], [-2.956, 2.638, 1.920], [-2.412, 1.235, 2.227], [-1.213, 0.770, 1.372], [-1.536, 0.142, 0.004], [-2.549, 0.897, -0.859], [-2.620, 0.365, -2.303], [-3.942, 0.716, -2.979], [-3.924, 2.092, -3.387], [-4.320, 3.052, -2.514], [-5.565, 2.783, -1.699], [-3.718, 4.082, -2.457], [1.128, 4.557, 2.760], [1.232, 2.777, 3.222], [2.331, 4.673, 1.616], [2.203, -1.213, 0.098], [2.224, 0.306, 1.043], [3.674, -0.720, 0.921], [4.111, -0.143, -1.325], [2.453, 0.330, -1.667], [5.536, 1.131, -0.277], [4.560, 1.462, 1.161], [5.774, 3.643, -0.639], [6.438, 3.020, 0.862], [4.923, 3.910, 0.908], [1.010, 2.894, -1.773], [1.073, 4.165, -2.981], [-0.194, 5.494, -1.805], [0.979, 5.605, -0.517], [-0.649, 3.097, -0.340], [-1.695, 4.464, -0.640], [-1.169, 6.118, 1.618], [-1.813, 3.496, 3.583], [-2.896, 4.600, 2.782], [-3.987, 2.683, 2.296], [-3.026, 2.830, 0.844], [-2.067, 1.248, 3.269], [-3.205, 0.476, 2.182], [-0.482, 1.583, 1.273], [-0.703, -0.011, 1.958], [-0.599, 0.062, -0.568], [-1.919, -0.875, 0.166], [-2.315, 1.965, -0.904], [-3.548, 0.805, -0.407], [-2.433, -0.713, -2.336], [-1.840, 0.888, -2.875], [-4.101, 0.121, -3.884], [-4.785, 0.495, -2.314], [-5.307, 2.246, -0.778], [-6.313, 2.208, -2.250], [-5.985, 3.750, -1.411], [2.066, 2.657, 3.922], [0.313, 2.471, 3.738], [1.374, 2.112, 2.360], [2.410, 3.873, 1.072], [-3.364, -2.944, -2.659], [-3.374, -3.416, -3.926], [-3.816, -4.704, -4.150], [-3.818, -5.184, -5.453], [-3.385, -4.380, -6.498], [-2.945, -3.088, -6.243], [-2.934, -2.594, -4.946], [-4.140, -5.315, -3.318], [-4.153, -6.193, -5.649], [-3.385, -4.764, -7.510], [-2.602, -2.461, -7.055], [-2.593, -1.592, -4.724], [-3.701, 2.142, 4.727], [-4.632, 2.271, 5.697], [-4.733, 3.477, 6.361], [-5.694, 3.603, 7.355], [-6.525, 2.535, 7.668], [-6.398, 1.334, 6.983], [-5.445, 1.194, 5.984], [-4.071, 4.292, 6.101], [-5.792, 4.540, 7.885], [-7.271, 2.640, 8.445], [-7.043, 0.500, 7.226], [-5.330, 0.270, 5.432], [-1.716, -7.619, -5.570], [-0.488, -7.057, -5.525], [-0.364, -5.755, -5.083], [0.905, -5.194, -5.034], [2.016, -5.928, -5.429], [1.858, -7.234, -5.873], [0.598, -7.812, -5.922], [-1.239, -5.197, -4.784], [1.023, -4.176, -4.686], [3.001, -5.484, -5.391], [2.721, -7.809, -6.184], [0.451, -8.830, -6.258], [3.223, 0.252, 3.484], [2.635, -0.793, 4.103], [3.146, -2.059, 3.898], [2.530, -3.127, 4.535], [1.426, -2.918, 5.351], [0.934, -1.633, 5.536], [1.541, -0.553, 4.910], [4.004, -2.200, 3.254], [2.917, -4.127, 4.390], [0.950, -3.756, 5.843], [0.073, -1.467, 6.170], [1.180, 0.458, 5.042], [5.686, -3.445, 1.748], [6.382, -3.082, 0.646], [7.728, -3.380, 0.581], [8.431, -3.001, -0.554], [7.790, -2.335, -1.591], [6.435, -2.047, -1.496], [5.718, -2.425, -0.369], [8.207, -3.894, 1.403], [9.487, -3.227, -0.627], [8.346, -2.039, -2.470], [5.933, -1.522, -2.299], [4.661, -2.223, -0.274]], "forces_ev_per_angstrom": [[0.0, -0.2, -0.2], [0.1, -0.4, 0.2], [0.1, 0.1, -0.4], [0.1, 0.1, 0.6], [0.2, -0.1, 0.0], [0.2, -0.2, -0.4], [-0.2, 0.0, 0.3], [0.2, 0.4, 0.3], [-0.2, -0.2, -0.3], [-0.3, 0.3, -0.3], [0.0, 0.0, -0.2], [-0.1, -0.2, -0.1], [-0.3, 0.1, -0.1], [-0.3, 0.1, 0.1], [0.6, 0.0, -0.1], [-0.1, -0.3, 0.3], [0.0, 0.3, 0.0], [-0.2, -0.2, -0.2], [0.1, 0.5, 0.2], [0.0, -0.5, -0.1], [0.0, -0.1, 0.2], [-0.2, -0.3, 0.0], [-0.1, 0.1, 0.2], [0.1, 0.3, -0.1], [0.2, 0.1, 0.3], [-0.1, -0.1, 0.1], [0.0, -0.3, 0.0], [0.0, 0.2, 0.1], [0.0, -0.1, -0.2], [-0.2, 0.2, 0.1], [-0.2, 0.1, 0.0], [0.0, 0.2, 0.2], [-0.2, 0.1, -0.1], [0.0, 0.0, -0.2], [-0.1, 0.0, 0.1], [-0.2, 0.0, -0.1], [-0.1, 0.0, -0.1], [0.1, 0.2, 0.2], [0.0, -0.2, 0.2], [0.2, 0.1, 0.2], [0.0, -0.3, 0.1], [0.1, 0.2, 0.1], [0.1, -0.2, 0.1], [0.1, 0.1, -0.1], [0.0, 0.0, -0.2], [0.1, -0.1, 0.0], [0.2, 0.0, -0.1], [0.0, -0.1, 0.1], [-0.2, -0.1, -0.2], [0.1, 0.2, -0.1], [-0.2, 0.0, -0.1], [0.1, 0.2, -0.2], [-0.1, -0.1, 0.1], [0.1, 0.1, -0.1], [0.0, -0.1, 0.1], [0.2, 0.0, 0.1], [-0.1, 0.1, 0.0], [0.0, -0.4, 0.0], [0.1, 0.2, 0.0], [0.1, 0.2, -0.1], [-0.1, 0.1, -0.2], [0.2, 0.0, 0.1], [0.1, -0.2, -0.1], [-0.1, -0.1, -0.2], [0.1, 0.1, -0.1], [0.1, 0.1, 0.2], [0.0, 0.2, -0.2], [0.0, 0.0, 0.0], [0.0, 0.0, -0.1], [0.0, 0.0, 0.0], [-0.1, 0.1, 0.0], [0.0, 0.0, 0.0], [0.0, 0.0, 0.0], [0.0, 0.0, 0.0], [0.0, 0.0, 0.0], [0.0, 0.0, 0.0], [0.0, 0.0, 0.0], [0.0, 0.0, 0.0], [0.0, 0.0, 0.0], [-0.1, 0.0, 0.2], [0.0, 0.0, 0.0], [0.0, 0.0, 0.0], [0.0, 0.0, 0.0], [0.0, 0.0, 0.0], [0.0, 0.0, 0.0], [0.0, 0.0, 0.0], [0.0, 0.0, 0.0], [0.0, 0.0, 0.0], [0.0, 0.0, 0.0], [0.0, 0.0, 0.0], [0.0, 0.0, 0.0], [0.0, 0.0, 0.0], [0.1, 0.0, 0.0], [0.0, 0.1, 0.0], [0.0, -0.1, 0.0], [0.0, 0.0, 0.0], [0.0, 0.0, 0.0], [0.0, 0.0, 0.0], [0.0, 0.0, 0.0], [0.0, 0.0, 0.0], [0.0, 0.0, 0.0], [0.0, 0.0, 0.0], [0.0, 0.0, 0.0], [0.1, 0.1, 0.0], [-0.1, -0.1, 0.0], [0.0, 0.0, 0.0], [0.0, 0.0, 0.0], [0.0, 0.0, 0.0], [0.0, 0.0, 0.0], [-0.1, 0.0, 0.0], [0.0, 0.0, 0.0], [0.0, 0.0, 0.0], [0.0, 0.0, 0.0], [0.0, 0.0, 0.0], [0.0, 0.0, 0.0], [0.0, 0.0, 0.0], [0.0, 0.0, 0.0], [0.0, 0.0, 0.0], [0.0, 0.0, 0.0], [0.0, 0.0, 0.0], [0.0, 0.0, 0.0], [0.0, 0.0, 0.0], [0.0, 0.0, 0.0], [0.0, 0.0, 0.0], [0.0, 0.0, 0.0], [0.0, 0.0, 0.0], [0.0, 0.0, 0.0]], "mulliken_charge": [-0.839, -0.530, 0.756, -0.238, -1.383, -0.153, -0.227, -0.134, -0.397, -0.794, 0.704, 0.194, -0.977, -0.094, -0.990, 0.938, -1.395, 0.491, -0.552, -0.534, -0.366, 0.871, -1.100, -0.556, -0.246, -0.046, -0.329, 0.475, -0.356, 0.373, -0.097, 0.644, 0.301, 0.150, 0.356, 0.449, 0.257, 0.012, 0.481, 0.354, 0.465, -0.604, 0.159, -0.302, 0.304, 0.610, 0.383, 0.008, 0.421, 0.377, -0.949, 0.433, 0.183, 0.496, -0.205, 0.230, 0.373, 0.219, 0.181, 0.366, 0.256, 0.349, 0.378, 0.553, 0.036, -0.408, 0.161, -0.266, 0.555, -0.613, -0.425, -0.538, -0.586, -0.062, 0.425, 0.351, 0.410, 0.373, 0.392, 0.071, 0.350, -0.400, -0.455, -0.555, -0.431, -0.504, 0.424, 0.357, 0.370, 0.358, 0.399, -0.284, 0.245, 0.026, -0.442, -0.594, -0.338, -0.530, 0.334, 0.410, 0.390, 0.356, 0.429, -0.234, 0.475, -0.474, -0.369, -0.609, -0.486, -0.344, 0.506, 0.405, 0.381, 0.409, 0.367, -0.283, 0.324, -0.570, -0.309, -0.619, -0.455, -0.187, 0.437, 0.354, 0.398, 0.383, 0.555], "max_force_ev_per_a": 0.6, "charge": 0, "e_homo_ev": -7.80, "lumo_ev": -0.34, "spin_multiplicity": 1, "total_energy_ev": -111924.06054, "smiles": "CCN(CC)C(=S)SCCC[Si@@H](CCCCCCCCOC(C)=O)P(C)O.Fc1ccccc1.Fc1ccccc1.Fc1ccccc1.Fc1ccccc1.Fc1ccccc1", "homo_lumo_gap_ev": 7.46}

***

Entry 2:
{"formula": "C49H68ClGeN4O4P3Tc", "method": "ωB97M-V/def2-TZVPD", "symbols": ["Tc", "C", "C", "C", "P", "C", "N", "Ge", "N", "C", "P", "C", "C", "C", "C", "C", "C", "C", "C", "C", "C", "C", "C", "N", "C", "C", "C", "C", "C", "C", "C", "C", "C", "C", "C", "C", "N", "C", "P", "C", "C", "C", "C", "C", "C", "C", "C", "C", "H", "H", "H", "H", "H", "H", "H", "H", "H", "H", "H", "H", "H", "H", "H", "H", "H", "H", "H", "H", "H", "H", "H", "H", "H", "H", "H", "H", "H", "H", "H", "H", "H", "H", "H", "H", "H", "H", "H", "H", "H", "H", "H", "H", "H", "H", "H", "H", "H", "H", "H", "H", "H", "H", "H", "H", "H", "H", "H", "H", "O", "C", "C", "C", "C", "C", "Cl", "C", "C", "C", "O", "C", "C", "O", "O", "H", "H", "H", "H", "H", "H", "H", "H"], "coordinates": [[0.106, -0.196, -0.067], [4.897, 1.230, -1.214], [3.420, 0.851, -1.328], [3.233, -0.191, -2.427], [2.590, 0.279, 0.241], [2.866, 1.799, 1.245], [1.977, 2.852, 0.823], [0.269, 2.454, 0.095], [0.514, 3.031, -1.850], [0.537, 2.066, -2.913], [-0.380, 0.534, -2.495], [-0.221, -0.523, -4.062], [0.484, -1.881, -4.032], [0.332, 0.287, -5.240], [-2.162, 1.088, -2.667], [-2.529, 1.652, -4.045], [-2.594, 2.090, -1.590], [0.590, 4.332, -2.183], [0.849, 4.813, -3.493], [0.966, 6.157, -3.727], [0.852, 7.073, -2.672], [0.601, 6.626, -1.383], [0.436, 5.278, -1.136], [0.136, 4.723, 0.157], [1.219, 5.090, 1.074], [1.280, 6.329, 1.694], [2.399, 6.682, 2.423], [3.456, 5.781, 2.530], [3.366, 4.516, 1.985], [2.222, 4.128, 1.272], [-1.160, 5.040, 0.719], [-1.948, 6.138, 0.433], [-3.088, 6.377, 1.189], [-3.412, 5.520, 2.232], [-2.668, 4.374, 2.466], [-1.557, 4.086, 1.667], [-0.827, 2.916, 1.699], [-1.347, 1.887, 2.542], [-0.614, 0.234, 2.257], [-1.930, -0.817, 3.038], [-3.219, -0.983, 2.225], [-2.273, -0.244, 4.425], [0.875, 0.014, 3.373], [1.153, 1.221, 4.271], [0.870, -1.294, 4.169], [3.842, -0.935, 0.936], [3.270, -2.317, 1.244], [4.619, -0.394, 2.138], [5.226, 1.609, -2.183], [5.531, 0.375, -0.976], [5.094, 2.018, -0.490], [2.862, 1.760, -1.579], [3.761, -1.117, -2.181], [3.637, 0.171, -3.375], [2.183, -0.439, -2.555], [3.904, 2.087, 1.099], [2.741, 1.592, 2.312], [1.560, 1.789, -3.186], [0.053, 2.468, -3.800], [-1.278, -0.734, -4.246], [1.566, -1.783, -4.097], [0.165, -2.432, -4.919], [0.236, -2.475, -3.162], [1.376, 0.560, -5.089], [-0.243, 1.182, -5.469], [0.299, -0.352, -6.123], [-2.732, 0.164, -2.539], [-1.994, 2.576, -4.271], [-3.592, 1.895, -4.035], [-2.376, 0.945, -4.856], [-2.124, 3.065, -1.743], [-2.364, 1.751, -0.580], [-3.671, 2.244, -1.657], [0.992, 4.133, -4.320], [1.168, 6.512, -4.728], [0.961, 8.133, -2.856], [0.550, 7.344, -0.579], [0.443, 7.013, 1.629], [2.452, 7.652, 2.897], [4.350, 6.070, 3.067], [4.186, 3.828, 2.134], [-1.691, 6.819, -0.366], [-3.704, 7.240, 0.980], [-4.262, 5.741, 2.862], [-2.953, 3.710, 3.270], [-2.430, 1.755, 2.390], [-1.188, 2.140, 3.593], [-1.472, -1.800, 3.156], [-3.490, -0.078, 1.677], [-4.040, -1.194, 2.912], [-3.162, -1.814, 1.530], [-3.021, 0.545, 4.339], [-1.418, 0.159, 4.964], [-2.703, -1.038, 5.037], [1.697, -0.072, 2.660], [0.462, 1.258, 5.114], [1.094, 2.169, 3.732], [2.158, 1.134, 4.688], [0.109, -1.307, 4.947], [1.837, -1.408, 4.662], [0.722, -2.161, 3.523], [4.549, -1.067, 0.114], [2.499, -2.288, 2.013], [4.073, -2.966, 1.596], [2.860, -2.778, 0.346], [3.968, -0.177, 2.988], [5.187, 0.502, 1.894], [5.333, -1.152, 2.461], [-2.583, -1.464, -0.711], [-1.664, -0.851, -0.419], [-1.192, -5.226, 1.837], [-2.143, -5.166, 0.674], [-3.466, -5.452, 0.904], [-4.424, -5.479, -0.129], [-6.023, -5.858, 0.233], [-4.051, -5.214, -1.467], [-2.751, -4.937, -1.728], [-1.777, -4.888, -0.686], [-0.574, -4.643, -1.173], [0.597, -4.238, -0.446], [0.526, -2.739, -0.188], [0.841, -1.936, -1.105], [0.117, -2.276, 0.907], [-1.737, -5.497, 2.738], [-0.705, -4.266, 2.010], [-0.430, -5.992, 1.680], [-3.784, -5.698, 1.909], [-4.791, -5.243, -2.255], [-2.412, -4.751, -2.738], [1.423, -4.436, -1.124], [0.738, -4.787, 0.476]], "forces_ev_per_angstrom": [[0.1, -0.3, -0.4], [0.0, 0.1, 0.0], [-0.1, -0.2, 0.0], [0.0, 0.1, 0.1], [0.6, 0.2, -0.2], [0.0, -0.2, 0.1], [-0.6, -0.3, -0.8], [1.5, -1.2, 0.3], [-0.3, 0.9, -0.1], [0.0, -0.4, -0.3], [-0.2, 0.1, 0.6], [0.1, -0.2, 0.1], [0.0, -0.1, 0.1], [-0.1, 0.0, 0.0], [0.2, 0.1, 0.1], [0.0, -0.1, 0.0], [0.0, -0.1, 0.0], [0.0, -0.5, 0.2], [0.1, 0.2, -0.3], [0.0, -0.1, 0.0], [0.0, 0.0, -0.1], [-0.1, -0.2, 0.3], [-0.1, 0.4, -0.2], [-0.3, 0.3, -0.1], [0.5, -0.1, 0.5], [-0.1, 0.1, 0.0], [0.0, 0.0, 0.0], [-0.1, 0.2, 0.0], [-0.1, -0.1, 0.0], [-0.3, 0.4, 0.2], [0.4, 0.6, -0.9], [0.7, -0.3, -0.4], [0.0, 0.1, -0.1], [0.0, -0.8, 0.7], [-1.0, 0.5, 0.5], [1.0, -1.5, 0.3], [-1.8, 1.9, -0.3], [0.0, -0.5, 0.5], [0.2, -0.5, -0.1], [-0.1, 0.0, -0.1], [0.1, -0.1, 0.1], [0.1, 0.0, 0.0], [0.0, 0.1, 0.0], [0.0, -0.1, 0.0], [-0.1, -0.1, -0.1], [-0.2, -0.2, 0.1], [0.0, 0.0, 0.0], [0.0, 0.0, -0.1], [0.0, 0.0, 0.0], [0.0, 0.0, 0.0], [0.0, 0.0, 0.0], [0.0, 0.0, 0.0], [0.0, 0.0, 0.0], [0.0, 0.0, 0.0], [0.0, -0.1, -0.1], [0.0, 0.0, 0.0], [0.1, 0.0, -0.1], [0.0, 0.1, 0.0], [0.1, 0.0, 0.0], [0.0, 0.0, 0.0], [0.0, 0.0, 0.1], [0.0, 0.1, 0.0], [0.0, 0.0, 0.0], [0.0, 0.0, 0.0], [0.0, 0.0, 0.0], [0.0, 0.0, 0.0], [0.0, 0.0, 0.0], [0.0, 0.0, 0.0], [0.0, 0.0, 0.0], [0.0, 0.0, 0.0], [0.0, 0.1, -0.1], [-0.1, 0.0, 0.0], [0.0, 0.0, 0.0], [0.0, 0.0, 0.0], [0.0, 0.0, 0.0], [0.0, 0.0, 0.0], [0.0, 0.0, 0.0], [0.0, 0.1, -0.1], [0.0, 0.0, 0.0], [0.0, 0.0, 0.0], [-0.1, 0.0, 0.0], [0.1, 0.0, 0.1], [0.0, 0.0, 0.0], [0.0, 0.0, 0.0], [0.0, 0.0, 0.0], [0.2, 0.0, 0.0], [-0.1, 0.1, 0.0], [0.1, 0.0, 0.0], [-0.1, 0.0, 0.0], [0.0, 0.0, 0.0], [0.0, 0.0, 0.0], [-0.1, 0.0, 0.0], [0.0, 0.0, 0.1], [0.0, 0.0, 0.0], [-0.1, 0.0, 0.0], [0.0, 0.0, 0.0], [0.1, 0.1, 0.0], [0.0, 0.0, 0.0], [0.0, 0.0, 0.0], [0.0, 0.0, 0.0], [0.0, 0.0, 0.0], [0.0, 0.1, 0.0], [0.0, 0.0, 0.0], [0.0, 0.0, 0.0], [0.0, 0.0, 0.0], [0.0, 0.0, 0.0], [0.0, 0.0, 0.1], [0.0, 0.0, 0.0], [0.7, 0.7, 0.1], [-1.1, -0.9, -0.3], [0.1, -0.1, -0.1], [1.0, 0.5, -1.7], [-1.5, -0.1, -0.9], [1.7, 0.4, -0.4], [-1.2, -0.2, 0.3], [-1.1, -0.4, 1.4], [1.6, 0.4, 0.9], [-3.1, -0.7, 1.2], [3.3, 0.7, -0.7], [-0.8, -0.1, -0.3], [0.1, -1.2, 0.0], [-0.1, 0.7, -0.2], [0.0, 1.2, 0.2], [0.0, 0.0, 0.0], [0.1, 0.0, 0.1], [0.0, 0.0, 0.1], [-0.1, 0.0, 0.0], [0.0, -0.1, 0.0], [0.1, 0.0, 0.0], [0.1, 0.0, 0.0], [0.0, 0.0, 0.1]], "lowdin_spin": [0.031, 0.000, 0.000, 0.001, 0.001, 0.003, 0.045, 0.018, 0.350, 0.037, 0.004, 0.000, 0.000, 0.001, 0.000, 0.001, 0.002, 0.069, 0.100, 0.004, 0.185, -0.006, 0.139, 0.023, 0.022, 0.000, 0.007, 0.006, 0.002, 0.011, 0.125, -0.004, 0.180, 0.008, 0.105, 0.077, 0.351, 0.035, 0.000, 0.000, 0.001, 0.000, 0.000, 0.001, 0.000, 0.000, 0.000, 0.000, 0.000, 0.000, 0.000, 0.000, 0.000, 0.000, 0.000, 0.000, 0.001, 0.015, 0.005, 0.000, 0.000, 0.000, 0.000, 0.000, 0.000, 0.000, 0.000, 0.000, 0.000, 0.000, 0.001, -0.001, 0.001, 0.005, -0.002, 0.008, -0.003, 0.000, 0.000, 0.000, 0.000, -0.004, 0.008, -0.002, 0.005, 0.012, 0.009, 0.000, 0.001, 0.000, 0.000, 0.000, 0.000, 0.000, 0.000, 0.000, 0.001, 0.000, 0.000, 0.000, 0.000, 0.000, 0.000, 0.000, 0.000, 0.000, 0.000, 0.000, 0.000, 0.001, 0.000, 0.000, 0.000, 0.000, 0.000, 0.000, 0.000, 0.000, 0.000, 0.000, 0.000, 0.001, 0.000, 0.000, 0.000, 0.000, 0.000, 0.000, 0.000, 0.000, 0.000], "max_force_ev_per_a": 3.4, "s2": 2.06, "charge": 3, "e_homo_ev": [-13.13, -13.13], "lumo_ev": [-8.03, -10.83], "spin_multiplicity": 3, "total_energy_ev": -165148.97559, "homo_lumo_gap_ev": [5.11, 2.31]}

***

- Number 2 is which compound?
  C49H68ClGeN4O4P3Tc